P.
The following is a quantum chemistry calculation of a single C3H7N5 molecule, from the OMol25 dataset.

```
15
Properties=species:S:1:pos:R:3:nbo_charge:R:1
C 0.739 0.359 -0.018 0.262
C -0.114 -0.868 -0.008 -0.304
C -1.331 1.139 0.017 0.265
H 3.902 -0.349 0.323 0.389
H 2.784 -1.687 -0.100 0.357
H -0.152 -1.447 0.861 0.201
H -0.077 -1.619 -0.833 0.214
H -2.793 -1.239 1.056 0.376
H -3.132 -1.236 -0.772 0.386
H -2.093 1.794 0.327 0.212
N 2.957 -0.640 0.031 -0.676
N 2.058 0.396 -0.029 -0.233
N -1.472 -0.164 -0.246 -0.252
N -2.681 -0.812 0.119 -0.718
N -0.033 1.507 0.010 -0.479
```

Calculated values
* SMILES: N/N=C1\CN(N)C=N1
* total charge: 0
* spin multiplicity: 1
* frontier orbital gap: 7.953 eV

Q.
The following is a quantum chemistry calculation of a molecular structure, C3H7N5, from the OMol25 dataset.

```
15
Properties=species:S:1:pos:R:3:nbo_charge:R:1
C -0.280 -0.571 0.404 0.144
C -0.296 0.869 0.188 0.275
N -1.250 -1.561 0.443 -0.845
N -1.091 1.845 0.725 -0.786
C 1.113 0.843 -0.209 0.061
N 1.020 -0.680 0.042 -0.007
N 1.860 -1.582 -0.290 -0.509
N 0.516 1.269 -1.419 -0.730
H -1.148 -2.295 -0.251 0.373
H -1.457 -1.942 1.358 0.386
H -0.824 2.777 0.439 0.394
H -2.080 1.687 0.581 0.385
H 1.419 -2.492 -0.114 0.309
H 0.500 0.529 -2.120 0.350
H 1.997 1.306 0.225 0.200
```

Calculated values
* total charge: 0
* spin multiplicity: 1
* frontier orbital gap (alpha / beta): 8.116 / 8.117 eV

The least stable of them is Q.

P.
The following is a quantum chemistry calculation of 2 unconnected molecules or ions with the total composition C2H7NO3, from the OMol25 dataset.

```
13
Properties=species:S:1:pos:R:3:nbo_charge:R:1
O 0.712 1.046 -2.049 -0.582
C 0.172 1.601 -1.133 0.538
N 0.100 1.137 0.157 -0.646
C 0.555 -0.146 0.580 0.076
O 1.793 -0.103 1.274 -0.710
H -0.370 2.550 -1.251 0.106
H -0.128 1.795 0.880 0.389
H 0.671 -0.788 -0.284 0.207
H -0.198 -0.615 1.229 0.154
H 1.613 -0.058 2.216 0.467
H -2.644 -1.936 0.638 0.469
H -3.349 -3.199 0.058 0.474
O -2.713 -2.899 0.715 -0.942
```

Calculated values
* SMILES: O=CNCO.O
* total charge: 0
* spin multiplicity: 1
* frontier orbital gap: 10.667 eV

Q.
The following is a quantum chemistry calculation of 2 unconnected molecules or ions with the total composition C2H7NO3, from the OMol25 dataset.

```
13
Properties=species:S:1:pos:R:3:nbo_charge:R:1
N 0.544 -1.753 0.361 -0.861
C -0.852 -1.267 0.311 0.085
O -1.000 0.034 0.867 -0.743
H 1.219 -1.004 0.285 0.375
H 0.746 -2.297 1.190 0.360
H -1.122 -1.188 -0.768 0.186
H -1.389 -1.950 0.954 0.173
H -0.581 0.174 1.728 0.483
O 1.465 2.613 -1.908 -0.551
C 0.544 2.001 -1.442 0.622
O 0.820 1.553 -0.169 -0.748
H -0.525 2.022 -1.782 0.124
H 0.129 1.062 0.374 0.493
```

Calculated values
* SMILES: O=CO.NCO
* total charge: 0
* spin multiplicity: 1
* frontier orbital gap: 10.726 eV

R.
The following is a quantum chemistry calculation of 2 unconnected molecules or ions with the total composition C2H7NO3, from the OMol25 dataset.

```
13
Properties=species:S:1:pos:R:3:nbo_charge:R:1
N 1.906 -0.827 -0.670 -0.823
C 1.655 0.480 -1.261 0.078
O 0.276 0.712 -1.492 -0.753
H 1.357 -0.938 0.174 0.357
H 1.548 -1.507 -1.323 0.346
H 2.150 1.229 -0.642 0.166
H 2.223 0.474 -2.194 0.152
H 0.158 1.019 -2.417 0.479
O -0.918 0.799 1.806 -0.546
C -1.407 0.110 0.985 0.634
O -1.689 -1.189 1.217 -0.684
H -1.684 0.479 0.001 0.112
H -1.723 -1.614 0.337 0.481
```

Calculated values
* SMILES: O=CO.NCO
* total charge: 0
* spin multiplicity: 1
* frontier orbital gap: 10.612 eV

S.
The following is a quantum chemistry calculation of 2 unconnected molecules or ions with the total composition C2H7NO3, from the OMol25 dataset.

```
13
Properties=species:S:1:pos:R:3:nbo_charge:R:1
N 1.148 -0.677 -1.788 -0.820
C 1.341 -0.890 -0.384 0.079
O 0.933 0.260 0.461 -0.779
H 1.596 0.190 -2.086 0.360
H 0.146 -0.503 -1.906 0.370
H 0.696 -1.646 0.014 0.179
H 2.419 -1.028 -0.268 0.161
H 1.772 0.559 0.825 0.477
O -2.225 0.712 -0.251 -0.601
C -2.402 0.893 0.930 0.632
O -1.405 0.890 1.831 -0.701
H -3.413 0.626 1.297 0.122
H -0.607 0.614 1.325 0.521
```

Calculated values
* SMILES: O=CO.NCO
* total charge: 0
* spin multiplicity: 1
* frontier orbital gap: 10.927 eV

The least stable of them is Q.

P.
The following is a quantum chemistry calculation of 2 unconnected molecules or ions with the total composition C2H7NO3, from the OMol25 dataset.

```
13
Properties=species:S:1:pos:R:3:nbo_charge:R:1
C 1.158 0.326 1.104 -0.415
N 0.398 0.615 2.324 -0.640
C -0.702 -0.068 2.714 0.873
O -1.262 0.137 4.001 -0.748
O -1.379 -0.719 1.963 -0.606
H 0.655 0.675 0.214 0.201
H 1.291 -0.798 1.066 0.216
H 2.121 0.842 0.978 0.213
H 0.672 1.454 2.805 0.405
H -1.265 -0.643 4.562 0.499
H 0.153 -0.596 -7.492 0.462
H -1.220 -0.981 -7.209 0.463
O -0.619 -0.244 -7.029 -0.924
```

Calculated values
* SMILES: CNC(=O)O.O
* total charge: 0
* spin multiplicity: 1
* frontier orbital gap: 10.620 eV

Q.
The following is a quantum chemistry calculation of 2 unconnected molecules or ions with the total composition C2H7NO3, from the OMol25 dataset.

```
13
Properties=species:S:1:pos:R:3:nbo_charge:R:1
N 1.083 -1.671 0.208 -0.858
C -0.106 -1.495 0.993 0.087
O -0.267 -0.102 1.290 -0.758
H 1.216 -0.960 -0.488 0.378
H 1.860 -2.009 0.741 0.377
H -0.950 -1.844 0.401 0.157
H 0.065 -2.026 1.946 0.166
H -1.192 0.183 1.311 0.467
O -0.261 2.900 -2.534 -0.544
C -0.106 2.284 -1.518 0.627
O -1.056 1.336 -1.238 -0.700
H 0.652 2.446 -0.769 0.117
H -0.941 0.958 -0.344 0.482
```

Calculated values
* SMILES: O=CO.NCO
* total charge: 0
* spin multiplicity: 1
* frontier orbital gap: 10.397 eV

R.
The following is a quantum chemistry calculation of 2 unconnected molecules or ions with the total composition C2H7NO3, from the OMol25 dataset.

```
13
Properties=species:S:1:pos:R:3:nbo_charge:R:1
O 0.710 0.524 2.366 -0.620
C 0.406 -0.645 1.947 0.495
N -0.435 -0.783 0.810 -0.633
C -0.983 0.170 -0.085 0.073
O -1.225 -0.462 -1.406 -0.731
H 0.385 -1.575 2.572 0.142
H -0.350 -1.720 0.487 0.396
H -1.792 0.588 0.519 0.178
H -0.536 1.139 -0.195 0.188
H -0.343 -0.230 -1.940 0.504
H 1.928 1.595 -2.322 0.484
H 0.962 1.290 -3.376 0.475
O 1.297 0.843 -2.533 -0.950
```

Calculated values
* SMILES: O=CNCO.O
* total charge: 0
* spin multiplicity: 1
* frontier orbital gap: 9.769 eV

The least stable of them is R.

P.
The following is a quantum chemistry calculation of a single C6H9N3O2 molecule, from the OMol25 dataset.

```
20
Properties=species:S:1:pos:R:3:nbo_charge:R:1
O 0.922 -2.875 -1.494 -0.604
O 0.683 2.677 1.481 -0.576
N -0.832 -0.169 -0.037 -0.213
C 0.015 -2.167 -1.085 0.623
C 0.502 1.519 1.116 0.665
C 0.242 -0.851 -0.369 0.137
N -1.249 -2.634 -1.389 -0.824
N -0.737 1.058 0.572 -0.293
C -1.806 1.988 0.284 -0.409
C 1.706 0.623 1.117 -0.486
C 1.636 -0.328 -0.107 -0.464
H -1.326 -3.605 -1.715 0.415
H -2.046 -2.117 -1.035 0.402
H -2.188 2.487 1.194 0.220
H -1.444 2.728 -0.423 0.207
H -2.619 1.406 -0.205 0.226
H 2.636 1.191 1.005 0.251
H 1.680 0.038 2.037 0.234
H 2.319 -1.189 0.057 0.256
H 1.907 0.219 -1.002 0.232
```

Calculated values
* SMILES: CN1N=C(C(N)=O)CCC1=O
* total charge: 0
* spin multiplicity: 1
* frontier orbital gap: 9.332 eV

Q.
The following is a quantum chemistry calculation of a single C6H9N3O2 molecule, from the OMol25 dataset.

```
20
Properties=species:S:1:pos:R:3:nbo_charge:R:1
C -1.418 0.201 -0.219 -0.168
C -2.816 -0.359 -0.682 0.786
C -0.269 -0.455 -0.980 -0.446
C 1.047 -0.112 -0.394 0.101
C 2.010 0.640 -0.855 -0.125
C 2.553 -0.099 1.189 0.194
H -0.474 0.728 1.448 0.400
H -1.191 -0.700 1.600 0.373
H -1.257 1.258 -0.397 0.210
H -0.295 -0.156 -2.078 0.239
H -0.355 -1.534 -1.022 0.231
H 1.902 1.412 -1.621 0.232
H 3.270 -0.491 1.907 0.204
H 3.985 0.602 0.112 0.411
H -2.968 -0.130 1.117 0.503
N -1.341 0.282 1.176 -0.844
N 1.357 -0.572 0.902 -0.517
N 2.970 0.623 0.173 -0.526
O -3.141 -0.531 -1.808 -0.566
O -3.570 -0.608 0.432 -0.693
```

Calculated values
* SMILES: N[C@@H](Cc1c[nH]cn1)C(=O)O
* total charge: 0
* spin multiplicity: 1
* frontier orbital gap: 10.117 eV

The least stable of them is Q.

P.
The following is a quantum chemistry calculation of a single C6H9N3O2 molecule, from the OMol25 dataset.

```
20
Properties=species:S:1:pos:R:3:nbo_charge:R:1
C 1.503 0.496 0.730 -0.167
C 1.879 -0.638 -0.259 0.766
C 0.220 0.175 1.578 -0.447
C -0.996 0.040 0.626 0.103
C -1.784 -1.091 0.483 -0.111
C -2.544 0.570 -0.806 0.168
H 1.240 2.517 0.591 0.357
H 0.270 1.698 -0.294 0.394
H 2.431 0.767 1.280 0.228
H 0.303 -0.737 2.197 0.246
H 0.049 0.937 2.361 0.225
H -1.791 -2.077 0.953 0.234
H -3.100 1.267 -1.418 0.216
H -3.490 -1.220 -0.948 0.424
H 2.170 0.758 -1.416 0.514
N 1.281 1.835 -0.181 -0.868
N -1.468 1.025 -0.127 -0.523
N -2.729 -0.714 -0.509 -0.501
O 1.855 -1.817 -0.020 -0.594
O 2.228 -0.214 -1.443 -0.664
```

Calculated values
* SMILES: N[C@@H](Cc1c[nH]cn1)C(=O)O
* total charge: 0
* spin multiplicity: 1
* frontier orbital gap: 9.818 eV

Q.
The following is a quantum chemistry calculation of a single C6H9N3O2 molecule, from the OMol25 dataset.

```
20
Properties=species:S:1:pos:R:3:nbo_charge:R:1
C 0.646 1.743 -0.651 0.784
C 0.127 -2.223 1.409 -0.399
C 1.012 -1.051 1.584 -0.386
C -1.364 -0.011 0.814 -0.383
C -0.173 -0.877 0.875 -0.018
C -0.646 -0.304 -0.482 0.169
N -1.240 -1.272 -1.259 0.134
N 0.910 2.713 -1.509 -0.826
N 0.141 0.582 -1.181 -0.663
O 0.799 1.847 0.559 -0.662
O -1.014 -1.161 -2.515 -0.382
H 0.326 -2.944 0.675 0.224
H -0.629 -2.411 2.142 0.211
H 1.220 -0.458 2.465 0.242
H 1.950 -1.296 0.974 0.225
H -2.268 -0.667 0.922 0.239
H -1.282 1.014 1.152 0.268
H 0.759 2.739 -2.505 0.392
H 0.734 3.627 -1.177 0.400
H -0.008 0.412 -2.292 0.430
```

Calculated values
* SMILES: NC(=O)N[C@]1(N=O)CC12CC2
* total charge: 0
* spin multiplicity: 1
* frontier orbital gap (alpha / beta): 8.672 / 8.672 eV

R.
The following is a quantum chemistry calculation of a single C6H9N3O2 molecule, from the OMol25 dataset.

```
20
Properties=species:S:1:pos:R:3:nbo_charge:R:1
C 1.486 0.674 0.171 -0.154
C 1.597 -0.687 -0.532 0.780
C 0.388 0.729 1.254 -0.416
C -0.828 0.254 0.576 0.097
C -1.291 -1.023 0.640 -0.126
C -2.513 0.225 -0.746 0.180
H 1.934 1.702 -1.463 0.356
H 0.406 2.021 -1.014 0.389
H 2.352 0.792 0.756 0.211
H 0.227 1.802 1.533 0.246
H 0.509 0.036 2.011 0.225
H -0.944 -2.002 0.835 0.218
H -3.258 0.525 -1.423 0.197
H -2.914 -1.883 -0.329 0.413
H 2.274 -2.367 0.024 0.493
N 1.320 1.854 -0.644 -0.827
N -1.533 1.000 -0.325 -0.478
N -2.435 -1.038 -0.158 -0.522
O 1.165 -1.094 -1.583 -0.582
O 2.058 -1.521 0.418 -0.700
```

Calculated values
* SMILES: N[C@@H](Cc1c[nH]cn1)C(=O)O
* total charge: 0
* spin multiplicity: 1
* frontier orbital gap: 9.298 eV

The least stable of them is Q.

P.
The following is a quantum chemistry calculation of a single C2H2O3S molecule, from the OMol25 dataset.

```
8
Properties=species:S:1:pos:R:3:nbo_charge:R:1
C 0.456 0.523 -0.310 0.186
C -0.529 -0.353 0.544 0.692
H 1.971 0.873 -1.310 0.517
H -1.593 -1.758 0.830 0.509
O 1.628 0.110 -0.724 -0.619
O -0.794 -1.676 0.112 -0.643
O -0.886 0.258 1.600 -0.539
S -0.253 2.024 -0.742 -0.103
```

Calculated values
* SMILES: O=C(O)C(O)=S
* total charge: 0
* spin multiplicity: 1
* frontier orbital gap: 8.707 eV

Q.
The following is a quantum chemistry calculation of a single C2H2O3S molecule, from the OMol25 dataset.

```
8
Properties=species:S:1:pos:R:3:nbo_charge:R:1
C -0.735 -0.198 -0.148 0.030
C 0.809 -0.849 -0.015 0.770
H -1.548 1.440 0.280 0.509
H 1.462 1.206 0.082 0.534
O -0.686 1.152 -0.160 -0.695
O 1.754 0.194 0.057 -0.720
O 1.039 -2.013 -0.108 -0.496
S -2.095 -0.933 0.012 0.069
```

Calculated values
* SMILES: O=C(O)C(O)=S
* total charge: 0
* spin multiplicity: 1
* frontier orbital gap: 8.932 eV

R.
The following is a quantum chemistry calculation of a molecular structure, C2H2O3S, from the OMol25 dataset.

```
8
Properties=species:S:1:pos:R:3:nbo_charge:R:1
C 0.114 1.206 0.402 -0.293
C 0.311 0.457 1.306 -0.056
O -0.801 -0.042 -1.902 -0.840
O 1.174 -0.955 -0.824 -0.882
O -0.936 -1.563 0.163 -0.866
S -0.232 -0.726 -0.795 2.449
H 0.214 1.864 -0.340 0.252
H 0.155 -0.241 1.990 0.236
```

Calculated values
* total charge: 0
* spin multiplicity: 1
* frontier orbital gap: 10.989 eV

The least stable of them is R.